DFT (ωB97M-V with the def2-TZVPD basis set) results for 16 unconnected molecules or ions with the total composition H33O16 in a non-equilibrium geometry.

Output
- calculated total energy (eV) = -33282.3031
- F_max (eV/A) = 17.03
- total charge = +1
- HOMO level (eV) = -13.2
- LUMO level (eV) = -2.917

Element x y z (Å)
O 2.181 -1.097 -0.914
H 2.185 -1.427 -0.029
H 2.765 -0.260 -1.048
O 0.168 3.443 2.635
H -2.113 -3.005 -4.472
H 1.018 4.302 2.597
O -2.294 -3.749 -3.823
H -3.016 -3.509 -3.383
H 1.611 1.332 0.746
O 0.479 -2.450 3.543
H 0.411 -2.925 4.336
H 4.140 -1.716 3.212
O 0.183 -0.454 2.019
H 0.123 -0.619 1.026
H 0.055 -1.387 2.515
O 2.228 1.491 -3.087
H 1.418 0.873 -3.179
H -3.527 -0.776 1.298
O -0.347 2.970 -1.117
H -0.961 3.601 -1.377
H -0.332 2.218 -1.624
O -3.581 -1.483 -1.806
H 1.115 -1.730 3.786
H -2.997 -1.939 -1.134
O 2.593 2.247 -0.752
H 3.325 2.115 -1.192
O -2.890 -0.348 0.602
H -1.424 -2.257 0.224
H -3.568 -0.400 -0.034
O -3.424 2.314 4.049
H -3.809 1.663 4.646
H -2.806 1.899 3.787
O 1.677 1.496 1.669
H 2.593 1.251 -3.994
H 0.877 0.318 2.173
O 3.813 -0.795 2.901
H 4.398 0.002 2.802
H 1.291 2.386 1.718
O -0.866 -1.515 0.328
H -0.976 -0.823 -0.270
H 2.126 2.508 -1.425
O -1.412 1.394 -3.042
H -2.294 1.529 -2.624
H -1.291 1.923 -3.737
O 1.631 -3.593 -3.154
H 1.177 -3.543 -2.393
H -0.169 3.415 1.737
H -4.367 -1.038 -1.483
H 1.911 -2.944 -3.620